[1]
Formula: C7H10
Source: the Open Molecules 2025 dataset
Level of theory: the ωB97M-V functional and the def2-TZVPD basis

Element x y z (Å)
C (-1.24398, -1.43210, 0.17050)
C (-0.17726, -1.35714, -0.87582)
C (-0.56040, 1.44044, -1.06677)
C (-0.51876, 1.96559, 0.22958)
C (1.10833, -1.03886, -0.66685)
C (1.63748, -0.66996, 0.61184)
C (2.08956, -0.33754, 1.68162)
H (-2.13132, -0.88729, -0.16705)
H (-1.53364, -2.47440, 0.35287)
H (-0.90266, -1.00105, 1.11641)
H (-0.47814, -1.58500, -1.89644)
H (0.43786, 1.59425, -1.50998)
H (0.37982, 2.32123, 0.75264)
H (-0.99838, 2.64264, -0.72022)
H (-1.41251, 1.91716, 0.85968)
H (1.80115, -1.01325, -1.50513)
H (2.50285, -0.08474, 2.63313)

**Total charge**: 0
**Max |F|**: 0.50 eV Å⁻¹
**Frontier orbital gap**: 9.50 eV
**Energy relative to the best compared isomer or geometry (same formula, charge and spin)**: 147.2 kcal/mol
**HOMO level**: -8.4 eV
**Electronic energy**: -272.4834 a.u.
**LUMO level**: 1.1 eV

Results of the natural (NBO) charge analysis, in e, for atoms 1 through 4: C -0.67; C -0.07; C -0.41; C -0.47

[2]
Formula: C7H10
Source: the Open Molecules 2025 dataset
Level of theory: the ωB97M-V functional and the def2-TZVPD basis

Element x y z (Å)
C (-1.09934, 2.29385, 0.84114)
C (-0.94143, 1.18779, 0.42492)
C (-0.74746, -0.13214, -0.06438)
C (-1.75249, -1.02626, 0.10599)
C (-0.22899, -0.22847, -1.46228)
H (-1.24880, 3.26700, 1.21010)
H (-1.66046, -2.05210, -0.23486)
H (-2.68421, -0.80456, 0.60573)
H (0.90969, 0.05489, -1.32021)
H (-0.78110, 0.43959, -2.13407)
H (-0.22803, -1.23542, -1.88215)
C (2.06936, 0.05001, 0.15327)
C (1.18099, -0.62477, 0.92303)
H (2.93487, -0.46049, -0.24116)
H (2.15334, 1.13126, 0.15509)
H (1.30422, -1.68785, 1.08878)
H (0.81982, -0.17230, 1.83106)

**Total charge**: 0
**Max |F|**: 3.50 eV Å⁻¹
**Frontier orbital gap**: 8.59 eV
**Energy relative to the best compared isomer or geometry (same formula, charge and spin)**: 129.2 kcal/mol
**HOMO level**: -8.4 eV
**Electronic energy**: -272.5120 a.u.
**LUMO level**: 0.2 eV
**Structure (SMILES)**: C#CC(=C)C.C=C

Results of the natural (NBO) charge analysis, in e, for atoms 1 through 4: C -0.21; C -0.03; C -0.13; C -0.28

[3]
Formula: C7H10
Source: the Open Molecules 2025 dataset
Level of theory: the ωB97M-V functional and the def2-TZVPD basis

Element x y z (Å)
C (1.69786, 0.75678, 0.61207)
C (1.58775, -0.70382, 0.36158)
C (0.62861, -0.93074, -0.82017)
C (-0.54537, -0.31809, 0.03169)
C (-2.09011, -0.29548, -0.05432)
C (-1.53498, 0.89693, -0.69633)
C (0.48679, 0.00886, 1.14303)
H (1.59908, 1.44471, -0.22648)
H (2.42374, 1.06364, 1.36501)
H (2.29729, -1.43153, 0.75411)
H (0.61514, -1.95319, -1.22130)
H (0.84820, -0.24210, -1.64350)
H (-2.57713, -1.01697, -0.70930)
H (-2.63607, -0.12578, 0.87361)
H (-1.54573, 0.97186, -1.79083)
H (-1.60378, 1.86982, -0.20390)
H (0.34872, 0.00510, 2.22503)

**Total charge**: 0
**Max |F|**: 2.99 eV Å⁻¹
**Frontier orbital gap**: 9.64 eV
**Energy relative to the best compared isomer or geometry (same formula, charge and spin)**: 76.5 kcal/mol
**HOMO level**: -8.4 eV
**Electronic energy**: -272.5960 a.u.
**LUMO level**: 1.2 eV
**Structure (SMILES)**: C1[C@@H]2CC3(CC3)[C@H]12

Results of the natural (NBO) charge analysis, in e, for atoms 1 through 4: C -0.41; C -0.23; C -0.40; C -0.01